[1]
Entry from the OMol25 dataset: C26H31AsFeN4O7S3 as an isolated structure (ωB97M-V/def2-TZVPD).

Last column: Löwdin charge in e.
Element x y z (Å)
Fe 0.485 -0.873 -0.457  0.2891
C -0.398 2.975 1.364  -0.0283
C -0.489 1.578 0.811  -0.2854
N 0.530 0.942 0.364  -0.0453
N 1.738 1.647 0.354  -0.0396
C 2.440 1.364 -0.688  -1.0803
S 2.022 0.285 -1.962  0.6383
S 4.000 2.267 -0.736  0.8323
C 3.734 3.140 -2.312  -0.4709
C 2.736 4.256 -2.185  -0.2922
C 3.152 5.560 -1.935  -0.0648
C 2.230 6.583 -1.763  -0.1104
C 0.871 6.310 -1.832  -0.1153
C 0.446 5.012 -2.081  -0.0851
C 1.368 3.991 -2.260  -0.0405
C -1.806 0.929 0.751  -0.1133
C -2.773 1.257 1.700  -0.0662
C -4.054 0.732 1.668  -0.1355
C -4.384 -0.133 0.626  -0.1287
C -3.456 -0.465 -0.336  -0.0355
C -2.124 0.025 -0.311  -0.3658
O -1.294 -0.310 -1.244  -0.1523
H 0.473 3.493 0.972  0.0615
H -0.298 2.929 2.452  0.0558
H -1.305 3.533 1.130  0.0766
H 3.408 2.396 -3.040  0.0405
H 4.711 3.524 -2.608  0.0635
H 4.214 5.772 -1.862  0.1037
H 2.574 7.592 -1.564  0.0889
H 0.147 7.103 -1.686  0.0888
H -0.612 4.783 -2.123  0.1025
H 1.034 2.975 -2.439  0.0918
H -2.503 1.938 2.501  0.0994
H -4.776 0.986 2.434  0.0761
H -5.383 -0.557 0.572  0.0852
H -3.712 -1.137 -1.148  0.0935
O 1.076 -3.995 0.743  -0.3659
S 0.899 -2.696 1.393  0.2826
O 1.050 -2.797 2.845  -0.4049
O -0.428 -2.083 0.997  -0.3876
O 1.882 -1.678 0.828  -0.4279
C 0.217 -0.874 5.307  -0.3451
As 0.860 0.123 3.738  1.1148
C 1.001 1.855 4.724  -0.3726
C 2.764 -0.297 3.933  -0.3288
H 0.845 -0.684 6.182  0.0061
H 0.235 -1.932 5.048  -0.0005
H -0.810 -0.574 5.522  0.0051
H 1.507 1.721 5.685  -0.0010
H 0.006 2.269 4.903  -0.0038
H 1.567 2.568 4.121  0.0036
H 3.097 -0.126 4.961  0.0081
H 3.326 0.338 3.247  0.0144
H 2.899 -1.336 3.643  0.0039
O -5.136 -4.574 -3.554  -0.0538
C -4.299 -5.098 -2.533  -0.2552
N -3.040 -4.425 -2.429  0.0971
C -1.905 -4.955 -2.981  -0.4284
O -1.954 -5.936 -3.712  0.0356
C -0.624 -4.278 -2.642  -0.1002
C 0.575 -4.889 -2.994  -0.0069
C 1.764 -4.297 -2.620  -0.0363
C 1.728 -3.113 -1.898  -0.1134
N 0.582 -2.503 -1.609  -0.0124
C -0.565 -3.072 -1.957  -0.0290
H -4.612 -4.566 -4.362  0.0799
H -4.095 -6.153 -2.717  0.1169
H -4.852 -4.978 -1.604  0.1263
H -2.952 -3.664 -1.777  0.1236
H 0.545 -5.827 -3.532  0.1117
H 2.715 -4.759 -2.844  0.1004
H 2.616 -2.626 -1.520  0.1059
H -1.429 -2.490 -1.660  0.1055

Net charge: -2
HOMO energy (alpha / beta): -1.78 / -1.77 eV
LUMO (alpha / beta): 4.26 / 4.26 eV
Largest force on an atom: 0.0097 Eh/bohr
Orbital gap (alpha / beta): 6.04 / 6.03 eV

=====

[2]
Entry from the OMol25 dataset: C26H31AuI2NO10Si as an isolated structure (ωB97M-V/def2-TZVPD).

Last column: Mulliken spin population.
Element x y z (Å)
Au 0.051 -2.154 -0.011  0.6555
O -6.429 -3.769 0.003  0.0863
C -5.276 -3.499 0.166  -0.0221
C -4.236 -4.157 1.174  -0.0754
O -4.488 -4.895 2.093  0.1151
C -2.918 -3.459 0.926  0.1182
C -2.978 -2.858 -0.443  0.2653
O -1.998 -2.490 -1.175  0.2693
C -4.388 -2.606 -0.756  -0.0575
O -4.754 -1.808 -1.612  0.1911
O -1.907 -3.519 1.628  0.2196
I 0.907 -7.208 -0.702  0.0002
C 2.354 -5.835 -0.510  0.0021
C 3.704 -6.130 -0.348  0.0021
C 4.638 -5.141 -0.225  -0.0046
I 6.594 -5.680 0.217  0.0013
C 4.221 -3.770 -0.356  0.0079
C 5.032 -2.660 -0.359  -0.0062
C 4.490 -1.401 -0.399  0.0103
C 3.133 -1.185 -0.259  -0.0313
N 2.300 -2.187 -0.259  0.0935
C 2.799 -3.474 -0.304  -0.0224
C 1.834 -4.529 -0.351  0.0252
O 0.616 -4.207 -0.393  0.0783
H 4.095 -7.148 -0.438  0.0003
H 6.122 -2.759 -0.359  -0.0003
H 5.155 -0.597 -0.540  0.0002
H 2.758 -0.135 -0.210  0.0244
C -1.222 2.703 3.802  -0.0001
C -1.698 2.252 2.420  0.0032
C -2.479 3.398 1.756  0.0002
C -2.392 0.901 2.444  -0.0013
O -0.502 2.039 1.602  0.0045
Si -0.162 1.226 0.261  0.0069
O -0.707 -0.300 0.423  0.0580
O 1.408 1.449 -0.014  -0.0247
C 2.158 2.691 0.073  -0.0001
C 2.578 2.669 1.509  -0.0005
C 3.295 2.569 -0.968  0.0000
C 1.265 3.899 -0.255  0.0004
O -1.086 1.941 -0.871  0.0060
C -1.682 1.834 -2.145  0.0007
C -1.101 0.633 -2.807  -0.0049
C -1.361 3.105 -2.941  0.0002
C -3.216 1.652 -1.903  0.0010
H -2.089 2.709 4.495  0.0001
H -0.830 3.751 3.683  0.0000
H -0.483 1.998 4.231  0.0000
H -3.522 3.468 2.064  -0.0001
H -2.440 3.244 0.661  -0.0001
H -1.916 4.322 1.899  0.0000
H -3.201 0.823 3.149  0.0005
H -1.687 0.071 2.549  0.0015
H -2.833 0.657 1.478  0.0027
H 3.192 1.788 1.648  0.0003
H 1.712 2.596 2.090  0.0002
H 3.200 3.533 1.860  0.0000
H 3.771 1.584 -0.858  0.0007
H 3.949 3.447 -0.871  -0.0002
H 2.830 2.633 -1.942  0.0002
H 0.394 3.658 0.348  -0.0001
H 1.064 3.898 -1.311  0.0000
H 1.743 4.808 0.157  0.0001
H 0.026 0.674 -2.818  0.0001
H -1.429 0.512 -3.821  -0.0002
H -1.396 -0.315 -2.312  0.0017
H -0.369 2.948 -3.376  0.0001
H -1.398 3.913 -2.192  -0.0001
H -2.099 3.257 -3.755  0.0000
H -3.329 0.683 -1.399  -0.0029
H -3.698 1.508 -2.892  -0.0004
H -3.688 2.432 -1.350  0.0003

Net charge: -1
HOMO energy (alpha / beta): -5.41 / -5.40 eV
LUMO (alpha / beta): 1.78 / 0.54 eV
2S+1: 3
Largest force on an atom: 0.0619 Eh/bohr
Orbital gap (alpha / beta): 7.19 / 5.94 eV

=====

[3]
Entry from the OMol25 dataset: C26H31AuN4OSe2Si as an isolated structure (ωB97M-V/def2-TZVPD).

Last column: Löwdin charge in e.
Element x y z (Å)
Au -0.100 -0.068 0.316  0.4819
N 1.907 -0.558 2.713  0.1726
C 1.077 -0.466 3.514  -0.3051
N 0.138 -0.339 4.433  -0.0891
C -0.611 0.918 4.504  -0.1633
C -2.015 0.647 5.020  -0.1898
C -1.965 -0.104 6.348  -0.1983
C -1.178 -1.402 6.191  -0.1796
C 0.221 -1.131 5.661  -0.1412
H -0.638 1.346 3.503  0.0894
H -0.090 1.612 5.178  0.1269
H -2.547 0.057 4.269  0.0809
H -2.543 1.597 5.128  0.1149
H -2.974 -0.315 6.705  0.1095
H -1.485 0.527 7.106  0.1122
H -1.695 -2.056 5.486  0.0901
H -1.102 -1.933 7.143  0.1155
H 0.747 -2.057 5.431  0.1173
H 0.804 -0.579 6.412  0.1268
C -0.345 -4.366 -3.435  -0.0894
C 0.100 -3.066 -3.257  -0.0885
C -0.277 -2.348 -2.127  -0.1734
C -1.105 -2.910 -1.157  -0.3120
C -1.556 -4.219 -1.364  -0.1098
C -1.180 -4.942 -2.485  -0.0838
Si -1.671 -2.161 0.488  0.1936
C -0.879 -3.130 1.896  -0.3279
C -1.655 -3.463 3.007  -0.1203
C -1.140 -4.237 4.036  -0.1102
C 0.177 -4.679 3.983  -0.0996
C 0.968 -4.350 2.891  -0.0869
C 0.435 -3.590 1.858  -0.1182
H -0.052 -4.928 -4.313  0.1004
H 0.737 -2.600 -3.999  0.1053
H 0.045 -1.316 -2.041  0.0328
H -2.210 -4.680 -0.631  0.0990
H -1.541 -5.953 -2.621  0.1016
H -3.089 -2.620 0.565  -0.0304
H -2.683 -3.117 3.059  0.0997
H -1.766 -4.504 4.879  0.1026
H 0.580 -5.284 4.785  0.1001
H 1.994 -4.691 2.840  0.1020
H 1.061 -3.357 1.003  0.0552
C -2.290 0.755 -4.371  -0.0830
C -1.845 0.579 -2.933  -0.3273
O -0.448 0.833 -2.769  -0.1356
H -3.351 0.520 -4.471  0.0761
H -1.724 0.095 -5.030  0.0743
H -2.143 1.785 -4.706  0.0711
H -1.995 -0.449 -2.610  0.0888
H -2.425 1.213 -2.256  0.1018
H -0.274 1.757 -2.972  0.0830
Se -2.330 -0.003 1.121  0.2000
Se 2.854 -1.633 -0.682  1.1673
N 1.931 -0.152 -0.304  -0.3797
C 2.800 0.799 0.000  -0.3930
C 2.463 2.129 0.387  -0.0329
C 3.469 2.992 0.666  -0.0623
C 4.847 2.603 0.582  -0.0687
C 5.208 1.350 0.222  -0.0157
C 4.182 0.401 -0.077  -0.3828
N 4.405 -0.853 -0.425  -0.2205
H 1.422 2.416 0.459  0.0971
H 3.235 4.005 0.966  0.1072
H 5.607 3.337 0.817  0.1054
H 6.242 1.039 0.157  0.1162

HOMO energy: -7.61 eV
LUMO: -1.19 eV
Largest force on an atom: 0.0330 Eh/bohr
Orbital gap: 6.43 eV

=====

The records above yield ΔE to the lowest compared entry with this formula, charge and spin values of 24.0; 0.0; 26.7 kJ/mol, respectively.